Below is C26H37HfN6O5SSe2 as an isolated structure at a distorted geometry, with properties calculated with ωB97M-V/def2-TZVPD.

Calculated values
- energy relative to the best compared isomer or geometry (same formula, charge and spin) (kcal per mole) = 25.9
- electronic energy (Eh) = -6966.6927
- 2S+1 = 1
- Kohn-Sham gap (eV) = 6.61
- total charge = +1
- lowest unoccupied orbital energy (eV) = -3.13
- E_HOMO (eV) = -9.7432

Each line ends with the Löwdin charge.
Cartesian coordinates (Å):
Hf: 0.04379 0.47772 -0.34651  1.311
C: 1.35238 -0.99748 -5.03658  -0.002
N: 0.67359 0.27290 -4.80730  -0.112
C: 0.80646 1.27038 -5.86149  -0.007
C: 0.17906 0.54975 -3.60802  -0.461
O: 0.21306 -0.25387 -2.66014  -0.134
C: -0.45653 1.90681 -3.36065  -0.126
O: -1.07131 1.91415 -2.08261  -0.271
C: -2.45987 1.57812 -2.05997  -0.115
C: -2.68845 0.20839 -1.42454  -0.542
O: -1.69324 -0.45467 -1.01500  -0.179
N: -3.83739 -0.39136 -1.68726  -0.156
C: -4.08560 -1.70394 -1.09663  -0.016
C: -5.01128 0.39108 -2.07258  -0.025
H: 1.05517 -1.39003 -6.00739  0.098
H: 2.43509 -0.85811 -5.02045  0.107
H: 1.07055 -1.70221 -4.26138  0.087
H: 0.77968 0.76632 -6.82463  0.098
H: -0.00192 1.99527 -5.83354  0.088
H: 1.75717 1.80005 -5.77155  0.110
H: 0.33705 2.65291 -3.33036  0.122
H: -1.17525 2.18149 -4.13362  0.134
H: -2.96517 2.34980 -1.47954  0.119
H: -2.86881 1.56476 -3.07201  0.140
H: -3.16187 -2.27206 -1.06925  0.092
H: -4.46166 -1.58233 -0.07769  0.088
H: -4.81731 -2.22841 -1.70635  0.099
H: -5.00985 1.36741 -1.58985  0.085
H: -5.06044 0.51713 -3.15523  0.101
H: -5.90080 -0.13735 -1.74338  0.101
N: -3.23177 0.83900 3.53249  0.083
C: -2.67257 0.48016 2.36027  -0.871
S: -3.48118 1.01432 0.95242  0.695
N: -1.63034 -0.32491 2.52248  -0.003
N: -0.74978 -0.64700 1.57696  -0.039
C: -0.06949 -1.72966 1.87146  -0.198
C: -0.33624 -2.52704 3.10052  -0.206
C: -0.76617 -3.84481 2.98968  -0.041
C: -1.01593 -4.60110 4.12682  -0.068
C: -0.83023 -4.04584 5.38245  -0.075
C: -0.38342 -2.73515 5.49959  -0.067
C: -0.14707 -1.97670 4.36605  -0.038
C: 0.98830 -2.18225 0.96518  -0.209
C: 1.83408 -3.23410 1.32047  0.015
C: 2.78358 -3.67300 0.41929  -0.019
C: 2.89331 -3.03833 -0.80943  -0.025
C: 2.07629 -1.95847 -1.06308  -0.132
N: 1.14117 -1.53247 -0.20524  -0.012
H: -4.04990 1.41929 3.51902  0.083
H: -2.78117 0.60259 4.39950  0.105
H: -0.90745 -4.27952 2.00680  0.122
H: -1.35171 -5.62494 4.02863  0.108
H: -1.02271 -4.63498 6.26914  0.107
H: -0.22074 -2.30410 6.47874  0.107
H: 0.19191 -0.95291 4.46212  0.112
H: 1.73927 -3.68212 2.29707  0.121
H: 3.43535 -4.49770 0.67551  0.121
H: 3.60999 -3.35710 -1.55181  0.115
H: 2.17142 -1.39208 -1.97634  0.062
O: 1.74377 0.70358 1.49545  -0.227
C: 2.38971 1.87275 2.03990  -0.181
C: 2.50138 3.02028 1.04939  -0.579
C: 3.41465 4.07601 1.72356  -0.211
O: 4.73878 3.62015 1.94742  -0.043
C: 3.20328 2.61458 -0.24062  -0.466
Se: 2.22824 1.40814 -1.45048  0.763
C: 1.16954 3.71915 0.77153  -0.487
Se: -0.51029 2.67103 0.88543  0.651
H: 1.68494 0.06005 2.21072  0.093
H: 3.39592 1.57895 2.34528  0.135
H: 1.82223 2.21576 2.91087  0.137
H: 2.94907 4.41548 2.65416  0.134
H: 3.48403 4.93268 1.04978  0.136
H: 4.85732 3.38152 2.86948  0.093
H: 4.16220 2.14882 -0.02663  0.070
H: 3.38266 3.50643 -0.83923  0.069
H: 1.18861 4.17133 -0.21926  0.065
H: 1.00089 4.51155 1.50202  0.059

---

Below is a 2-piece molecular cluster, C4H6FIO2 overall at a distorted geometry, with properties calculated with ωB97M-V/def2-TZVPD.

Calculated values
- energy relative to the best compared isomer or geometry (same formula, charge and spin) (kcal per mole) = 39.1
- electronic energy (Eh) = -703.9753
- 2S+1 = 1
- Kohn-Sham gap (eV) = 9.68
- total charge = 0
- lowest unoccupied orbital energy (eV) = 0.67
- E_HOMO (eV) = -9.0159

Each line ends with the Löwdin charge.
Cartesian coordinates (Å):
C: 1.10824 -0.09096 0.77114  -0.400
C: 0.60488 1.73879 -1.50802  -0.141
C: -0.60771 -1.33590 1.59203  -0.028
C: 1.40985 1.71164 -0.25735  -0.870
O: 2.04327 -0.77630 1.03496  0.081
O: -0.15734 -0.15066 1.00304  0.005
F: 0.97104 2.61888 0.66619  -0.089
I: 3.48092 1.91942 -0.41209  0.914
H: -0.41789 1.79922 -1.16055  0.076
H: 0.85738 0.81636 -2.06183  0.090
H: 0.77647 2.64520 -2.18152  0.104
H: 0.28153 -1.87551 1.85151  0.094
H: -1.22445 -1.91104 0.98109  0.081
H: -1.27984 -1.14619 2.36414  0.083

---

Below is C30H28N5O6SZn as an isolated structure, with properties calculated with ωB97M-V/def2-TZVPD.

Calculated values
- energy relative to the best compared isomer or geometry (same formula, charge and spin) (kcal per mole) = 0.0
- electronic energy (Eh) = -4062.8401
- 2S+1 = 1
- Kohn-Sham gap (eV) = 6.91
- total charge = -1
- lowest unoccupied orbital energy (eV) = 1.75
- E_HOMO (eV) = -5.1549

Each line ends with the Löwdin charge.
Cartesian coordinates (Å):
Zn: -1.06211 -0.00187 -0.25583  0.539
O: 1.48295 0.09945 -0.89630  -0.137
C: 2.11225 1.27800 -0.45660  -0.167
C: 1.13197 2.42141 -0.49600  -0.237
C: 1.57383 3.73131 -0.63939  -0.012
C: 0.65570 4.76281 -0.56404  -0.055
C: -0.67795 4.45699 -0.33466  -0.041
C: -1.03477 3.12546 -0.22831  -0.118
N: -0.15412 2.12766 -0.32883  0.096
H: 1.72461 -0.65279 -0.34087  0.046
H: 2.97973 1.51674 -1.07930  0.127
H: 2.45640 1.17552 0.57812  0.113
H: 2.62580 3.92578 -0.80822  0.119
H: 0.97285 5.79036 -0.68907  0.111
H: -1.43511 5.22626 -0.27534  0.111
H: -2.07010 2.83571 -0.09100  0.120
N: -1.01761 -4.70308 -1.13526  0.027
C: -1.53337 -3.48012 -0.54082  -0.820
S: -0.36930 -2.14368 -1.05958  0.686
N: -1.72186 -3.69374 0.87882  0.057
C: -0.69503 -3.80495 1.80907  -0.285
C: 0.58993 -4.23267 1.45463  -0.054
C: 1.57201 -4.33652 2.42548  -0.101
C: 1.30603 -4.03690 3.75722  -0.125
C: 0.03051 -3.62342 4.11005  -0.105
C: -0.95927 -3.50217 3.14795  -0.054
H: -0.87693 -4.54034 -2.12458  0.059
H: -1.72456 -5.42684 -1.04057  0.084
H: -2.56118 -3.29354 1.26054  0.104
H: 0.78455 -4.47251 0.42097  0.082
H: 2.56617 -4.65922 2.13774  0.099
H: 2.08258 -4.11872 4.50717  0.092
H: -0.19369 -3.37111 5.13930  0.099
H: -1.94640 -3.15014 3.43008  0.109
O: -3.30302 2.49466 -2.50525  0.038
C: -2.46025 1.62192 -2.32804  -0.634
O: -2.52882 0.67706 -1.45966  -0.122
C: -1.19252 1.68115 -3.16581  -0.123
C: -0.48639 0.54030 -3.51793  -0.023
C: 0.71753 0.63805 -4.20745  -0.047
C: 1.24403 1.87763 -4.52000  -0.007
C: 0.52400 3.00767 -4.15570  -0.145
C: -0.69504 2.93052 -3.51197  0.047
N: 1.09549 4.33234 -4.43841  -0.351
O: 2.16931 4.38053 -5.01152  0.055
O: 0.51761 5.31022 -4.00435  0.061
H: -0.86275 -0.43351 -3.22606  0.075
H: 1.26216 -0.26135 -4.46228  0.112
H: 2.19356 1.98776 -5.02189  0.112
H: -1.24770 3.82036 -3.24997  0.127
C: -1.25736 0.03920 1.79891  -0.175
C: 0.07934 0.31955 2.32250  -0.311
C: 1.07489 -0.68193 2.35161  -0.051
C: 2.34743 -0.42248 2.81175  -0.039
C: 2.69483 0.86085 3.25246  -0.272
C: 1.72994 1.86933 3.22146  -0.049
C: 0.45417 1.60042 2.76629  -0.056
C: 4.01726 1.13893 3.72891  -0.210
N: 5.08113 1.36725 4.10835  0.122
H: -1.99887 0.77019 2.12353  0.050
H: -1.57861 -0.97336 2.05044  0.022
H: 0.83003 -1.67874 2.00353  0.083
H: 3.08438 -1.21601 2.83565  0.117
H: 1.99121 2.86405 3.56159  0.114
H: -0.28292 2.39596 2.75110  0.109
C: -3.74111 -2.04054 -0.43897  -0.026
C: -2.89239 -3.07239 -1.14468  -0.459
O: -3.27812 -3.59629 -2.16337  0.066
H: -4.59370 -2.55735 0.01242  0.094
H: -4.11875 -1.33143 -1.17129  0.084
H: -3.20445 -1.48962 0.33152  0.042

---

Below is a 3-piece molecular cluster, C24H42N2O7S overall at a distorted geometry, with properties calculated with ωB97M-V/def2-TZVPD.

Calculated values
- energy relative to the best compared isomer or geometry (same formula, charge and spin) (kcal per mole) = 164.5
- electronic energy (Eh) = -1973.6404
- 2S+1 = 1
- Kohn-Sham gap (eV) = 7.40
- total charge = 0
- lowest unoccupied orbital energy (eV) = -1.37
- E_HOMO (eV) = -8.7658

Each line ends with the Löwdin charge.
Cartesian coordinates (Å):
C: -0.73593 -0.75247 6.57550  -0.095
C: -1.58520 -2.08468 6.89075  -0.257
O: -1.06737 -3.27784 6.21648  -0.206
C: -2.02701 -3.72114 5.18863  -0.161
C: -2.01210 -2.59071 4.05039  -0.140
C: -0.75539 -2.37890 3.13626  0.045
C: -0.75095 -1.24089 2.05092  -0.063
C: 0.60869 -1.08933 1.21097  -0.164
C: 0.40901 -0.97232 -0.38179  -0.377
C: 1.52723 -1.86399 -1.16681  -0.107
C: 0.77481 0.57999 -0.76946  -0.121
C: -2.02578 -0.31046 1.86580  -0.105
N: -1.93843 0.70571 0.85190  0.126
C: -3.14342 1.45986 0.73233  -0.219
C: -3.21008 2.60168 -0.39854  -0.216
S: -2.81768 4.30333 0.21278  0.754
O: -4.00532 5.01180 0.81137  -0.394
O: -2.32228 5.08210 -1.00552  -0.417
C: -4.39309 1.20310 1.62354  -0.037
N: -4.51472 0.24112 2.67159  0.082
C: -3.28603 -0.50546 2.74740  -0.160
C: -3.22997 -1.66881 3.82616  0.033
H: 0.30210 -1.01511 6.14362  0.086
H: -0.62835 -0.06046 7.49822  0.080
H: -1.28545 -0.11976 5.78139  0.067
H: -2.70387 -1.90871 6.66010  0.112
H: -1.53264 -2.24467 8.03825  0.123
H: -1.60997 -4.70771 4.78739  0.134
H: -3.05612 -3.83877 5.68957  0.130
H: 0.14569 -3.06555 3.27869  0.111
H: 1.23745 -2.04742 1.39070  0.110
H: 1.25498 -0.22577 1.63579  0.129
H: -0.65757 -1.20486 -0.73484  0.127
H: 1.40627 -2.98569 -0.96201  0.071
H: 2.54617 -1.44656 -0.80922  0.085
H: 1.47838 -1.61729 -2.29730  0.091
H: 0.50360 1.18752 0.18034  0.056
H: 0.17044 0.97163 -1.65538  0.073
H: 1.90805 0.67105 -0.88265  0.076
H: -2.56166 2.27748 -1.30223  0.123
H: -4.29815 2.57547 -0.79891  0.127
H: -1.78153 4.18098 1.13505  0.096
H: -5.32172 1.86072 1.41856  0.126
H: -4.15495 -1.86013 4.49173  0.109
C: 0.68502 5.60028 -1.55225  -0.118
O: 2.06912 5.61345 -1.22221  -0.196
C: 2.89382 5.87773 -2.35626  -0.200
C: 3.37983 7.32410 -2.36422  -0.200
O: 2.29980 8.23239 -2.57114  -0.193
C: 1.87701 8.85284 -1.36482  -0.112
H: 0.11325 5.61371 -0.62370  0.065
H: 0.39963 6.46972 -2.14793  0.090
H: 0.44356 4.68301 -2.09818  0.086
H: 2.36974 5.63399 -3.28671  0.125
H: 3.76318 5.21620 -2.27741  0.122
H: 4.07181 7.45625 -3.20180  0.122
H: 3.91935 7.56160 -1.44139  0.124
H: 2.61044 9.60522 -1.05770  0.086
H: 1.73426 8.12626 -0.56108  0.083
H: 0.92405 9.35149 -1.55405  0.090
C: 0.12277 -4.64589 -4.05070  -0.110
O: 1.49007 -4.55067 -3.67492  -0.207
C: 1.87501 -5.58640 -2.77158  -0.206
C: 2.65170 -6.68733 -3.48763  -0.198
O: 1.82011 -7.39506 -4.40526  -0.194
C: 2.03312 -6.98984 -5.75055  -0.111
H: -0.04566 -3.97398 -4.89449  0.090
H: -0.14662 -5.65970 -4.35453  0.084
H: -0.51327 -4.32828 -3.21820  0.085
H: 1.00260 -5.99558 -2.25060  0.126
H: 2.52849 -5.12698 -2.02222  0.117
H: 2.99539 -7.41327 -2.74431  0.123
H: 3.53359 -6.28006 -3.99295  0.126
H: 2.98381 -7.39302 -6.11337  0.087
H: 2.02966 -5.90188 -5.85400  0.083
H: 1.22521 -7.39835 -6.36135  0.089

---

Below is C17H25N6OPt as an isolated structure, with properties calculated with ωB97M-V/def2-TZVPD.

Calculated values
- energy relative to the best compared isomer or geometry (same formula, charge and spin) (kcal per mole) = 30.4
- electronic energy (Eh) = -1184.8863
- 2S+1 = 1
- Kohn-Sham gap (eV) = 7.03
- total charge = +3
- lowest unoccupied orbital energy (eV) = -11.46
- E_HOMO (eV) = -18.4916

Each line ends with the Löwdin charge.
Cartesian coordinates (Å):
Pt: 0.29951 0.35305 -0.66352  1.420
N: 0.18102 1.94292 -2.05708  -0.039
C: -0.42942 3.21270 -1.55513  -0.148
C: -1.65604 2.85264 -0.73401  -0.154
N: -1.28130 1.89626 0.33848  -0.126
C: -0.62900 2.50109 1.52489  -0.150
C: 0.87430 2.62339 1.33336  -0.150
N: 1.41133 1.32084 0.83284  -0.046
H: 1.09702 2.10625 -2.47894  0.119
H: -0.43767 1.59987 -2.78951  0.093
H: -0.69232 3.85291 -2.39785  0.152
H: 0.31920 3.74285 -0.98075  0.108
H: -2.39824 2.36026 -1.36613  0.136
H: -2.11989 3.75833 -0.33816  0.147
H: -2.10738 1.39458 0.64673  0.129
H: -0.85089 1.86744 2.38437  0.134
H: -1.03579 3.49208 1.73857  0.147
H: 1.36553 2.87792 2.27291  0.151
H: 1.14694 3.39254 0.62042  0.109
H: 1.41786 0.68201 1.63085  0.063
H: 2.39013 1.43950 0.57007  0.134
C: 0.49930 -1.63039 4.69995  0.002
C: 1.58242 -1.38784 3.85988  -0.016
C: 1.37647 -1.24952 2.49888  -0.062
C: 0.08102 -1.36798 1.98763  -0.258
C: -1.00336 -1.64389 2.82071  0.005
C: -0.78446 -1.76397 4.18171  -0.009
N: -0.13074 -1.26937 0.57318  -0.067
N: -0.95382 -2.07698 0.09357  0.169
C: -1.21395 -1.95698 -1.27942  -0.274
C: -1.89326 -2.97075 -1.91703  0.080
C: -1.99022 -2.92494 -3.30691  0.049
C: -1.38647 -1.88180 -3.98808  0.035
C: -0.73044 -0.88548 -3.27898  -0.062
N: -0.67448 -0.89809 -1.94104  -0.066
H: 0.66065 -1.73227 5.76516  0.137
H: 2.58333 -1.33587 4.26621  0.134
H: 2.22728 -1.17438 1.83612  0.105
H: -1.99804 -1.74879 2.40930  0.124
H: -1.61557 -1.97227 4.84148  0.135
H: -2.30906 -3.77892 -1.33018  0.151
H: -2.50633 -3.71010 -3.84468  0.150
H: -1.40690 -1.82702 -5.06837  0.146
H: -0.23555 -0.07567 -3.80083  0.130
C: 2.50179 -1.76832 -1.26069  0.013
C: 2.08663 -0.36151 -1.54250  -0.414
O: 2.59361 0.46087 -2.20732  0.136
H: 3.48510 -1.93935 -1.69741  0.123
H: 1.77029 -2.44323 -1.71180  0.103
H: 2.51987 -1.95464 -0.19098  0.074

---

Below is one molecule with the formula C10H15NO3S at a distorted geometry, with properties calculated with ωB97M-V/def2-TZVPD.

Calculated values
- energy relative to the best compared isomer or geometry (same formula, charge and spin) (kcal per mole) = 46.3
- electronic energy (Eh) = -1068.6253
- 2S+1 = 1
- Kohn-Sham gap (eV) = 8.69
- total charge = 0
- lowest unoccupied orbital energy (eV) = 0.57
- E_HOMO (eV) = -8.1199

Each line ends with the Löwdin charge.
Cartesian coordinates (Å):
C: -1.58764 0.02811 0.27875  -0.176
C: -2.61023 0.81133 -0.44781  -0.331
C: 0.02305 0.67741 -1.68877  -0.456
C: -2.26420 1.44767 -1.59890  -0.042
C: -0.11662 0.05365 -0.28383  -0.326
C: -3.95378 0.90365 0.12984  -0.069
C: 2.80221 0.37286 0.50965  -0.047
C: 2.87652 -2.13622 0.98245  -0.052
C: 0.81970 -1.13895 0.04429  -0.348
C: 2.03800 -0.85747 0.99041  -0.357
N: -1.01705 1.29114 -2.20316  0.119
O: 1.09135 0.70738 -2.26540  0.081
O: -0.55943 2.57140 0.55598  -0.506
O: 0.05792 -2.15502 0.59327  0.007
S: -0.27639 1.26092 1.09051  1.038
H: -2.03404 -0.57906 1.01420  0.094
H: -2.90019 2.25544 -2.05718  0.151
H: -4.69498 1.21032 -0.62528  0.082
H: -4.00094 1.66414 0.90523  0.083
H: -4.29548 -0.13858 0.51595  0.119
H: 3.19498 0.80852 1.42834  0.095
H: 3.59861 0.07962 -0.16898  0.095
H: 2.19153 0.95860 -0.07850  0.022
H: 2.99658 -2.74285 0.08799  0.099
H: 2.57571 -2.76404 1.73780  0.040
H: 3.88890 -1.80740 1.32201  0.099
H: 1.10810 -1.46157 -0.94621  0.147
H: 1.54445 -0.69725 1.90283  0.106
H: -0.99951 1.75287 -3.10956  0.169
H: 0.50286 -2.37662 1.38405  0.064